No. 1
57
Properties=species:S:1:pos:R:3:forces:R:3:lowdin_spin:R:1 method="wB97M-V/def2-TZVPD" s_squared=2.01 charge=+1 energy_ha=-1500.35258 gap_ev="7.24 / 6.96" multiplicity=3 relative_energy_ev=0.092 lumo_energy_ev="-4.352 / -4.721"
Mo -0.28406 -0.59520 -0.26471 -0.1 0.2 -0.3 1.76
C -0.31194 2.05978 2.97173 0.0 0.0 0.0 0.00
C -1.65550 1.88927 2.32424 -0.1 0.0 0.0 0.01
C -2.60444 2.89560 2.37858 0.0 0.0 0.0 0.00
C -3.84940 2.73375 1.78271 0.0 0.0 0.0 0.01
C -4.16492 1.55537 1.13537 0.0 0.0 0.0 0.00
C -3.24767 0.50755 1.06569 -0.1 0.0 0.0 0.02
C -3.65541 -0.77332 0.38844 0.1 -0.1 0.0 0.00
C -1.99581 0.69799 1.65973 0.0 0.0 0.0 0.02
N -0.98160 -0.30450 1.52757 -0.1 -0.1 0.0 0.00
C -0.57802 -1.12138 2.59447 0.0 0.0 0.0 0.00
O -1.09061 -1.17734 3.67334 0.0 0.0 0.0 0.00
C 0.68333 -1.85694 2.20311 0.0 0.0 0.1 0.02
C 1.54040 -2.58430 3.00208 0.0 0.0 0.0 0.00
C 2.76149 -2.97520 2.45433 0.0 0.0 0.0 0.02
C 3.13487 -2.57841 1.16914 -0.1 0.0 0.0 0.00
C 2.22275 -1.84632 0.43885 0.1 0.1 -0.1 0.02
N 1.02923 -1.57903 0.95298 0.0 -0.1 0.0 0.00
C 2.44004 -1.09651 -0.86317 -0.1 0.0 0.1 0.01
O 3.31279 -1.35862 -1.63849 0.0 0.0 0.0 0.00
N 1.47872 -0.06421 -0.98007 0.1 -0.1 0.0 0.00
C 1.67790 1.02540 -1.89127 0.0 0.0 0.0 0.01
C 2.92035 1.65993 -1.99661 -0.1 0.0 -0.1 0.00
C 4.09820 1.34358 -1.12030 0.0 0.0 0.0 0.00
C 3.03960 2.68677 -2.93164 0.0 0.0 0.0 0.00
C 1.96858 3.10909 -3.69356 0.0 0.0 0.0 0.00
C 0.72096 2.54014 -3.49427 0.0 0.0 0.0 0.00
C 0.56093 1.50407 -2.58832 0.0 0.0 0.0 0.00
C -0.83446 0.98022 -2.33038 0.1 0.3 0.0 0.02
H -0.16944 3.09103 3.28688 0.0 0.0 0.0 0.00
H 0.50358 1.80103 2.29165 0.0 0.0 0.0 0.00
H -0.22208 1.42355 3.85449 0.0 0.0 0.0 0.00
H -2.36686 3.81954 2.89002 0.0 0.0 0.0 0.00
H -4.57675 3.53304 1.83160 0.0 0.0 0.0 0.00
H -5.14171 1.42944 0.68521 0.0 0.0 0.0 0.00
H -3.89428 -0.60350 -0.66389 0.0 0.0 0.0 0.00
H -4.54946 -1.18146 0.85998 0.0 0.0 0.0 0.00
H -2.88806 -1.54472 0.44513 -0.1 0.0 0.1 0.00
H 1.26263 -2.80614 4.02274 0.0 0.0 0.0 0.00
H 3.45360 -3.55093 3.05380 0.0 0.0 0.0 0.00
H 4.10634 -2.80122 0.75137 0.0 0.0 0.0 0.00
H 3.78811 1.02041 -0.12408 0.0 0.0 0.0 0.00
H 4.70802 2.23701 -0.99803 0.0 0.0 0.0 0.00
H 4.72135 0.55836 -1.54695 0.0 0.0 0.0 0.00
H 3.99910 3.17724 -3.03746 0.0 0.0 0.0 0.00
H 2.09237 3.90927 -4.41010 0.0 0.0 0.0 0.00
H -0.13813 2.91162 -4.03867 0.0 0.0 0.0 0.00
H -1.54300 1.65005 -2.81826 -0.1 -0.2 -0.1 0.00
H -1.17167 1.13267 -1.26888 0.1 -0.1 0.0 0.01
H -1.03189 -0.02860 -2.70251 0.0 0.0 0.0 0.00
C -1.41206 -4.28165 -1.89749 -0.1 0.0 0.0 0.00
C -1.21858 -3.22052 -0.86557 0.1 0.0 0.0 0.01
O -1.20342 -3.38083 0.32997 0.0 0.0 0.0 0.01
O -1.03906 -1.97689 -1.38576 0.0 0.0 0.1 0.04
H -1.41945 -5.25483 -1.41709 0.0 0.0 0.0 0.00
H -0.62480 -4.22416 -2.64778 0.0 0.0 0.0 0.00
H -2.36069 -4.11602 -2.40990 0.0 0.0 0.0 0.00

---

No. 2
53
Properties=species:S:1:pos:R:3:forces:R:3:lowdin_charge:R:1 method="wB97M-V/def2-TZVPD" energy_ha=-1226.92854 gap_ev=4.43 relative_energy_ev=5.028 lumo_energy_ev=-1.448
C -5.88849 1.15174 -4.08114 0.4 -0.3 0.1 -0.05
O -4.68668 0.35905 -3.92309 -0.2 0.1 0.7 -0.08
C -4.16359 0.20613 -2.67740 0.0 0.3 0.2 -0.24
C -2.97169 -0.55437 -2.57585 -0.6 0.4 -0.4 0.02
C -2.35400 -0.71004 -1.35648 -0.1 0.2 0.7 0.00
C -2.91158 -0.14043 -0.18261 -0.6 0.5 -0.9 -0.19
C -2.30901 -0.45475 1.09405 -0.7 -0.9 1.1 0.05
N -3.01526 -0.87342 2.12923 0.8 0.8 -1.5 -0.11
C -2.40990 -1.16045 3.43205 0.4 -0.1 0.6 -0.03
C -4.46361 -1.08481 2.06160 -0.5 0.0 0.2 -0.01
C -4.06840 0.67153 -0.30741 0.3 -0.7 0.2 -0.03
C -4.72206 0.80616 -1.51797 0.2 0.0 -0.8 0.00
H -6.09352 1.11127 -5.15177 0.0 0.1 0.2 0.10
H -6.72585 0.71407 -3.51644 0.3 0.1 -0.2 0.10
H -5.72455 2.19389 -3.76504 0.0 -0.3 -0.1 0.10
H -2.56830 -0.99902 -3.48518 -0.1 0.1 0.3 0.13
H -1.44469 -1.30446 -1.26385 -0.2 0.1 -0.1 0.12
H -1.22026 -0.44004 1.18481 -0.2 0.0 0.4 0.11
H -3.22417 -1.32161 4.14311 0.3 0.0 -0.1 0.09
H -1.78057 -2.06089 3.38063 -0.2 0.3 -0.1 0.11
H -1.77300 -0.32502 3.75191 -0.1 -0.3 -0.2 0.05
H -4.72758 -1.69145 2.93056 -0.1 0.1 -0.3 0.09
H -5.00622 -0.13408 2.12904 0.1 -0.3 0.1 0.10
H -4.76952 -1.60215 1.14499 0.3 0.2 0.1 0.11
H -4.46117 1.19696 0.56475 0.1 -0.2 -0.3 0.12
H -5.64935 1.38496 -1.58673 0.5 -0.2 0.1 0.11
C 3.31789 -2.94069 -0.98143 0.0 0.0 -0.1 -0.13
C 4.28860 -2.18440 -0.31270 -0.5 0.0 0.1 -0.09
C 3.90111 -1.20569 0.59350 -0.4 0.0 0.0 -0.04
C 2.52010 -0.91267 0.81607 -0.1 -0.9 -0.6 -0.21
C 2.10931 0.24367 1.55562 0.8 0.9 0.7 -0.19
C 3.09026 1.28336 1.92749 -0.3 -0.2 0.4 -0.36
O 3.13934 1.77400 3.05568 0.0 0.1 -0.7 0.04
C 4.06104 1.76274 0.86645 0.2 0.5 -0.1 -0.17
C 3.77265 1.71170 -0.50470 0.2 -0.1 0.1 -0.04
C 4.74293 2.07173 -1.44374 0.1 0.1 0.3 -0.08
C 6.00329 2.50766 -1.01466 -0.2 0.0 0.2 -0.10
C 6.26173 2.64576 0.35495 -0.2 0.0 -0.1 -0.09
C 5.27947 2.31367 1.28909 0.0 -0.3 -0.3 -0.03
C 0.95231 0.30714 2.32911 -0.7 0.1 0.9 -0.23
N 0.02533 0.46666 3.03339 0.6 -0.3 -1.0 0.12
C 1.56329 -1.80837 0.25740 0.8 0.2 -0.2 -0.06
C 1.96185 -2.77205 -0.66794 0.2 0.0 0.3 -0.12
H 3.62755 -3.67483 -1.72500 -0.1 0.1 0.2 0.09
H 5.35278 -2.35101 -0.49560 -0.3 0.0 0.0 0.10
H 4.66665 -0.64173 1.13714 -0.4 -0.2 -0.3 0.12
H 2.79065 1.35778 -0.82388 0.3 0.0 0.1 0.12
H 4.51886 1.99506 -2.50813 0.1 0.0 0.3 0.10
H 6.77794 2.75532 -1.74395 -0.3 -0.1 0.2 0.10
H 7.22783 3.00797 0.70940 -0.2 0.0 -0.2 0.10
H 5.45852 2.44222 2.35709 -0.1 -0.2 -0.3 0.12
H 0.51204 -1.69250 0.53292 0.2 0.0 -0.2 0.07
H 1.20970 -3.40128 -1.14931 0.2 0.1 0.1 0.09

---

No. 3
57
Properties=species:S:1:pos:R:3:forces:R:3:lowdin_charge:R:1 method="wB97M-V/def2-TZVPD" energy_ha=-2173.91087 gap_ev=9.02 smiles="COc1ccc(CNC(=O)[C@@H](c2cccs2)N(Cc2ccco2)C(=O)Cc2cccs2)cc1" relative_energy_ev=0.000 lumo_energy_ev=0.591
C 4.77284 0.09384 -2.54475 0.0 -0.2 -0.2 -0.08
O 4.92055 0.86741 -1.37985 0.0 0.2 0.3 -0.08
C 3.83314 1.51783 -0.88529 0.0 0.1 0.2 -0.30
C 2.57642 1.54561 -1.48188 0.2 -0.2 -0.2 -0.02
C 1.53953 2.23020 -0.87185 0.0 0.1 0.2 -0.03
C 1.72431 2.89437 0.33200 0.0 0.1 0.0 -0.21
C 0.54635 3.52993 1.02323 -0.1 0.0 -0.1 -0.11
N -0.33667 2.47500 1.49255 0.2 0.2 0.4 0.10
C -1.46258 2.14852 0.84122 0.0 -0.3 0.6 -0.46
O -2.01626 2.84259 0.00895 0.1 0.2 -0.4 -0.01
C -1.95102 0.73050 1.16865 0.3 0.1 0.1 -0.17
C -3.40984 0.54511 0.96630 -0.2 0.4 -0.1 -0.45
C -4.19058 -0.42549 1.52018 0.2 0.2 0.0 -0.12
C -5.53777 -0.34493 1.11204 -0.2 0.0 0.0 -0.18
C -5.75297 0.68637 0.25691 0.3 0.2 -0.2 -0.39
S -4.32634 1.58951 -0.06321 -0.6 -0.4 0.3 1.09
N -1.14642 -0.12597 0.27523 -0.3 0.2 0.1 0.02
C -1.63310 -0.27979 -1.08077 0.0 -0.5 -0.2 -0.06
C -2.64191 -1.38038 -1.18999 -0.6 0.5 -0.6 -0.27
C -3.86207 -1.43500 -1.79501 0.7 0.1 0.1 -0.03
C -4.36655 -2.73550 -1.54849 0.3 -0.4 0.3 -0.05
C -3.41731 -3.37117 -0.81349 -0.8 -0.2 -0.3 -0.11
O -2.36562 -2.56260 -0.59646 0.5 0.2 0.2 0.04
C 0.03301 -0.58494 0.74934 0.1 -0.1 -0.2 -0.42
O 0.43684 -0.26573 1.85512 0.1 -0.1 0.2 0.06
C 0.81883 -1.50702 -0.17728 0.1 0.0 0.2 -0.10
C 1.98810 -2.10578 0.52559 0.1 -0.4 -0.1 -0.53
C 3.08169 -1.47229 1.02570 -0.2 -0.1 -0.2 -0.12
C 3.99370 -2.35581 1.64666 0.1 -0.1 0.0 -0.18
C 3.57959 -3.64602 1.61085 -0.3 -0.3 -0.1 -0.42
S 2.06030 -3.81133 0.82254 0.3 0.6 0.1 1.03
C 2.98282 2.86682 0.92072 -0.1 0.0 -0.2 -0.03
C 4.02629 2.19642 0.31959 0.2 -0.2 -0.2 -0.01
H 5.75005 -0.34891 -2.72980 -0.1 0.0 0.0 0.09
H 4.03704 -0.70503 -2.40374 0.0 0.0 0.0 0.09
H 4.48708 0.70805 -3.40496 0.0 0.0 0.0 0.10
H 2.39766 1.04566 -2.42172 0.0 -0.1 -0.1 0.10
H 0.56604 2.24829 -1.34151 -0.1 0.0 -0.1 0.12
H 0.87175 4.13226 1.87494 0.0 0.0 -0.1 0.12
H -0.03427 4.15098 0.33647 0.1 0.0 0.2 0.13
H 0.10481 1.75014 2.04991 -0.2 -0.1 -0.1 0.13
H -1.67516 0.45238 2.19207 -0.1 0.1 -0.2 0.16
H -3.80971 -1.17457 2.19182 0.1 -0.1 0.1 0.12
H -6.30209 -1.02466 1.44313 -0.2 -0.1 0.0 0.10
H -6.67694 0.98347 -0.19796 -0.2 0.0 -0.1 0.06
H -2.10494 0.65876 -1.38860 0.1 -0.2 -0.1 0.12
H -0.79005 -0.46758 -1.75075 -0.1 0.1 0.1 0.13
H -4.34178 -0.64891 -2.33998 -0.1 0.2 -0.1 0.11
H -5.30639 -3.13209 -1.87191 -0.2 -0.2 0.0 0.10
H -3.36705 -4.35830 -0.39942 0.1 -0.1 0.1 0.12
H 1.17339 -0.90383 -1.02036 -0.1 -0.1 0.0 0.11
H 0.15969 -2.29321 -0.54774 0.0 0.1 -0.1 0.11
H 3.22781 -0.40932 0.96016 0.0 0.2 0.0 0.10
H 4.91674 -2.03812 2.09727 0.2 0.0 0.1 0.10
H 4.06640 -4.51875 1.99825 0.2 -0.1 0.1 0.06
H 3.14643 3.37389 1.86014 0.0 0.1 0.1 0.11
H 5.00623 2.16915 0.76926 0.1 0.0 0.1 0.12